[1]
Molecular formula: C4H9NO2
Method: DFT, the ωB97M-V functional and the def2-TZVPD basis

Properties
SMILES string ... C/N=C/OCCO
Spin multiplicity ... 1
Energy above the lowest of the compared OMol25 structures with the same formula, charge and spin ... 42.11 kcal/mol

Each line ends with the Mulliken charge.
Geometry (Å):
C1 2.23 -0.31 -1.30  -0.92
N1 0.96 -0.05 -0.64  -0.35
C2 0.97 0.72 0.37  0.09
O1 -0.10 1.06 1.09  -0.33
C3 -1.42 0.81 0.56  -0.47
C4 -1.87 -0.64 0.50  -0.39
O2 -1.50 -1.32 -0.67  -0.58
H1 2.49 -1.37 -1.18  0.28
H2 2.12 -0.11 -2.37  0.28
H3 3.06 0.30 -0.92  0.35
H4 1.87 1.19 0.78  0.34
H5 -2.06 1.36 1.26  0.29
H6 -1.49 1.26 -0.44  0.36
H7 -1.53 -1.16 1.42  0.23
H8 -2.96 -0.63 0.52  0.33
H9 -0.57 -1.08 -0.84  0.48

=====

[2]
Molecular formula: C5H9NO
Method: DFT, the ωB97M-V functional and the def2-TZVPD basis

Properties
SMILES string ... [H]/N=C1/CCCCO1
Spin multiplicity ... 1
Energy above the lowest of the compared OMol25 structures with the same formula, charge and spin ... 86.33 kcal/mol

Each line ends with the Mulliken charge.
Geometry (Å):
H1 -2.52 -1.48 1.61  0.28
N1 -1.72 -0.98 1.99  -0.72
C1 -1.03 -0.53 1.03  0.50
C2 0.01 0.53 1.05  -0.44
C3 1.34 0.29 0.32  -0.47
C4 0.78 0.70 -1.06  -0.90
C5 -0.41 -0.55 -1.27  -0.39
O1 -1.40 -0.78 -0.29  -0.43
H2 -0.40 1.11 0.04  0.28
H3 0.07 1.00 2.05  0.37
H4 1.73 -0.73 0.29  0.32
H5 2.12 0.94 0.73  0.28
H6 0.80 1.83 -1.00  0.30
H7 1.27 0.51 -2.00  0.34
H8 0.30 -1.39 -1.25  0.33
H9 -0.93 -0.48 -2.23  0.36

=====

[3]
Molecular formula: C8H8F3NO2
Method: DFT, the ωB97M-V functional and the def2-TZVPD basis

Properties
SMILES string ... CC(=C/C=C\[N+](=O)[O-])/C=C/C(F)(F)F
Spin multiplicity ... 1
Energy above the lowest of the compared OMol25 structures with the same formula, charge and spin ... 66.06 kcal/mol

Each line ends with the Mulliken charge.
Geometry (Å):
C1 -0.11 -2.76 0.26  -1.29
C2 -0.02 -1.19 0.09  0.85
C3 -1.12 -0.46 -0.07  -0.44
C4 -1.19 0.93 -0.57  -0.24
C5 -2.25 1.77 -0.43  -0.74
N1 -3.38 1.64 0.32  0.93
O1 -4.23 2.49 0.29  -0.59
O2 -3.42 0.61 0.96  -0.60
C6 1.34 -0.73 -0.05  -0.05
C7 1.83 0.52 0.11  -1.08
C8 3.26 0.84 0.07  0.92
F1 4.06 -0.21 -0.18  -0.28
F2 3.49 1.80 -0.82  -0.27
F3 3.64 1.34 1.23  -0.27
H1 -0.12 -3.11 1.27  0.34
H2 0.72 -3.20 -0.38  0.34
H3 -1.13 -3.24 -0.11  0.31
H4 -2.10 -0.84 0.26  0.46
H5 -0.44 1.27 -1.34  0.40
H6 -2.19 2.56 -1.02  0.50
H7 2.04 -1.42 -0.40  0.43
H8 1.34 1.39 0.50  0.38

=====

[4]
Molecular formula: C6H13N4S
Method: DFT, the ωB97M-V functional and the def2-TZVPD basis

Properties
Charge ... +1
SMILES string ... C/N=C(\[S-])N[N+](C)=C=[N+](C)C
Spin multiplicity ... 1
Energy above the lowest of the compared OMol25 structures with the same formula, charge and spin ... 138.15 kcal/mol

Each line ends with the Mulliken charge.
Geometry (Å):
C1 -1.69 0.95 2.56  -0.81
N1 -0.66 0.10 1.95  -0.29
C2 -0.06 -1.03 2.21  0.46
S1 -0.16 -1.86 3.65  -0.18
N2 0.67 -1.61 1.24  -0.34
N3 0.94 -1.11 -0.02  0.05
C3 1.93 -1.77 -0.91  -0.89
C4 0.42 0.03 -0.35  0.46
N4 0.08 0.73 -1.32  -0.04
C5 -0.49 0.29 -2.67  -0.78
C6 -0.32 2.18 -0.96  -1.04
H1 -2.13 1.44 1.69  0.24
H2 -1.14 1.61 3.17  0.36
H3 -2.39 0.26 3.17  0.34
H4 1.37 -2.33 1.47  0.28
H5 2.92 -1.88 -0.47  0.36
H6 1.66 -2.77 -1.08  0.40
H7 2.06 -1.29 -1.90  0.29
H8 0.26 0.28 -3.46  0.26
H9 -0.75 -0.76 -2.33  0.36
H10 -1.16 1.11 -2.89  0.34
H11 -0.15 2.53 0.04  0.33
H12 0.19 2.76 -1.71  0.40
H13 -1.39 2.14 -1.10  0.43

=====

[5]
Molecular formula: C10H21N3O7P2
Method: DFT, the ωB97M-V functional and the def2-TZVPD basis

Properties
Electronic energy ... -48093.91394 eV
SMILES string ... NP(O)OC(=O)OCP(=O)(O)O.CCCC#N.CCCC#N
Spin multiplicity ... 1

Each line ends with the Mulliken charge.
Geometry (Å):
N1 3.14 1.33 -2.21  -0.66
P1 2.85 -0.36 -2.29  0.22
O1 2.96 -0.78 -0.70  -0.39
O2 1.18 -0.33 -2.71  -0.17
C1 0.59 -1.46 -2.49  0.75
O3 1.11 -2.46 -2.16  -0.53
O4 -0.74 -1.41 -2.72  -0.41
C2 -1.51 -1.12 -1.54  -0.20
P2 -1.48 0.60 -0.94  1.00
O5 -2.40 0.69 0.20  -0.67
O6 -2.02 1.65 -2.06  -0.51
O7 -0.02 1.07 -0.39  -0.42
H1 2.41 1.72 -1.60  0.28
H2 3.98 1.40 -1.63  0.32
H3 2.70 -1.70 -0.57  0.31
H4 -1.22 -1.79 -0.74  0.41
H5 -2.54 -1.31 -1.80  0.14
H6 -1.37 2.36 -2.16  0.27
H7 0.06 2.02 -0.56  0.25
C3 6.46 -1.60 1.99  -1.08
C4 5.90 -0.54 2.93  -0.46
C5 5.38 0.69 2.19  -0.07
C6 6.47 1.33 1.44  0.20
N2 7.30 1.83 0.86  -0.42
H8 7.32 -1.23 1.44  0.36
H9 6.79 -2.48 2.55  0.33
H10 5.71 -1.93 1.27  0.22
H11 6.67 -0.25 3.64  0.30
H12 5.08 -0.98 3.50  0.31
H13 4.97 1.42 2.90  0.28
H14 4.59 0.42 1.49  0.02
C7 -8.04 -0.10 0.33  -1.14
C8 -6.86 0.66 0.92  -0.50
C9 -5.71 0.85 -0.07  -0.27
C10 -5.19 -0.45 -0.50  0.30
N3 -4.79 -1.45 -0.83  -0.54
H15 -7.76 -1.12 0.04  0.35
H16 -8.85 -0.19 1.06  0.34
H17 -8.44 0.40 -0.56  0.29
H18 -6.50 0.14 1.80  0.30
H19 -7.21 1.65 1.25  0.33
H20 -4.90 1.41 0.39  0.23
H21 -6.05 1.40 -0.95  0.33

=====

[6]
Molecular formula: C32H51Cl2PTm
Method: DFT, the ωB97M-V functional and the def2-TZVPD basis

Properties
Charge ... -1
Spin multiplicity ... 3
Energy above the lowest of the compared OMol25 structures with the same formula, charge and spin ... 0.00 kcal/mol
<S²> ... 2.00

Each line ends with the Mulliken charge.
Geometry (Å):
Tm1 1.40 -2.46 -0.13  0.20
Cl1 2.38 -0.61 1.16  -0.55
P1 0.43 2.15 -0.77  0.17
C1 3.20 -3.28 -0.91  -0.37
H1 3.58 -3.46 -1.92  0.04
H2 3.98 -3.52 -0.15  0.02
C2 -0.96 3.23 -1.45  0.09
C3 1.93 2.36 -1.87  -0.12
C4 -1.39 2.75 -2.85  0.26
H3 -1.78 2.99 -0.75  0.52
C5 -2.71 3.40 -3.28  -0.79
H4 -0.61 2.99 -3.58  0.24
H5 -1.50 1.66 -2.85  -1.02
C6 -2.67 4.93 -3.18  -0.75
H6 -2.95 3.09 -4.30  0.40
H7 -3.51 3.03 -2.63  0.33
C7 -2.11 5.44 -1.85  -0.97
H8 -2.05 5.32 -4.00  0.31
H9 -3.68 5.33 -3.34  0.41
C8 -0.80 4.76 -1.43  -0.18
H10 -1.95 6.52 -1.90  0.41
H11 -2.86 5.26 -1.06  0.37
H12 0.00 5.06 -2.11  0.15
H13 -0.52 5.11 -0.42  -0.03
C9 0.98 2.93 0.85  0.66
C10 2.04 3.65 -2.69  -0.66
H14 2.78 2.32 -1.16  0.90
C11 3.34 3.66 -3.51  -1.05
H15 1.18 3.72 -3.37  0.11
H16 2.02 4.53 -2.04  0.22
C12 3.51 2.41 -4.39  -0.71
H17 3.36 4.56 -4.14  0.38
H18 4.19 3.74 -2.82  0.38
C13 3.31 1.11 -3.60  -0.94
H19 2.78 2.45 -5.21  0.30
H20 4.51 2.42 -4.84  0.41
C14 2.01 1.13 -2.78  0.69
H21 3.29 0.25 -4.29  0.37
H22 4.15 0.95 -2.92  0.38
H23 1.15 1.12 -3.47  0.33
H24 1.94 0.21 -2.19  -0.73
C15 -0.23 3.15 1.78  -0.11
H25 1.60 2.11 1.26  0.19
C16 0.19 3.67 3.16  -0.68
H26 -0.92 3.87 1.32  0.18
H27 -0.78 2.21 1.90  -0.73
C17 1.13 4.88 3.09  -0.75
H28 -0.71 3.93 3.73  0.40
H29 0.69 2.85 3.71  0.36
C18 2.31 4.66 2.13  -1.02
H30 0.56 5.76 2.77  0.31
H31 1.52 5.10 4.09  0.35
C19 1.86 4.19 0.74  -0.41
H32 2.88 5.59 2.03  0.40
H33 2.98 3.91 2.55  0.39
H34 1.29 4.99 0.25  -0.01
H35 2.74 4.00 0.12  0.28
C20 -1.78 -0.49 1.30  -0.04
C21 -1.09 -1.55 1.00  0.82
H36 -1.92 0.29 0.54  0.37
C22 -0.83 -2.71 1.92  -0.87
H37 -0.79 -1.68 -0.10  -0.14
C23 -1.83 -2.70 3.11  -1.17
H38 -0.94 -3.67 1.39  0.44
H39 0.20 -2.69 2.34  0.38
C24 -2.11 -1.31 3.70  -0.74
H40 -2.77 -3.15 2.76  0.35
H41 -1.46 -3.36 3.91  0.40
C25 -2.37 -0.21 2.64  -0.43
H42 -2.97 -1.38 4.38  0.35
H43 -1.24 -0.99 4.29  0.31
H44 -3.46 -0.04 2.57  0.32
H45 -1.98 0.75 3.03  0.06
Cl2 0.83 -2.23 -2.67  -0.10
C26 -0.76 -3.04 -2.35  0.23
C27 -0.78 -4.41 -2.12  -0.30
C28 -2.00 -5.04 -1.83  -0.62
C29 -3.18 -4.28 -1.78  -0.44
C30 -3.16 -2.92 -2.05  -0.76
C31 -1.93 -2.21 -2.30  0.89
C32 -1.89 -0.82 -2.35  -1.15
H46 0.16 -4.97 -2.15  0.41
H47 -2.03 -6.11 -1.66  0.35
H48 -4.13 -4.76 -1.53  0.34
H49 -4.09 -2.32 -2.06  0.33
H50 -2.78 -0.25 -2.09  0.08
H51 -1.06 -0.32 -2.83  0.01

=====

[7]
Molecular formula: C35H44EuN7O4Si
Method: DFT, the ωB97M-V functional and the def2-TZVPD basis

Properties
Charge ... -1
Spin multiplicity ... 8
Energy above the lowest of the compared OMol25 structures with the same formula, charge and spin ... 0.00 kcal/mol
<S²> ... 15.76

Each line ends with the Mulliken charge.
Geometry (Å):
Eu1 0.84 -0.31 0.36  0.61
O1 0.66 3.09 3.16  -0.82
C1 0.82 2.01 2.59  0.04
O2 0.98 1.77 1.35  -0.75
C2 0.88 0.74 3.45  0.15
C3 1.03 0.74 4.82  -0.74
C4 1.14 -0.48 5.47  -0.62
C5 1.11 -1.66 4.74  -0.72
C6 0.96 -1.58 3.37  0.30
N1 0.83 -0.40 2.77  1.35
C7 1.00 -2.79 2.43  -0.07
O3 0.95 -3.92 2.94  -0.83
O4 1.08 -2.47 1.20  -0.38
H1 1.08 1.69 5.35  0.56
H2 1.27 -0.52 6.55  0.41
H3 1.20 -2.64 5.20  0.57
C8 -3.08 3.67 -2.06  -1.29
N2 -2.88 2.30 -1.63  0.43
C9 -4.05 1.66 -1.05  -0.46
C10 -1.61 1.81 -1.41  -0.11
N3 -1.25 1.01 -0.48  0.80
C11 -1.86 0.96 0.78  -0.02
C12 -2.14 2.12 1.46  -0.12
C13 -2.59 2.11 2.79  -0.78
C14 -2.77 0.93 3.44  -1.22
C15 -2.50 -0.30 2.80  1.57
C16 -2.66 -1.51 3.50  -1.04
C17 -2.39 -2.71 2.89  -0.96
C18 -1.97 -2.74 1.55  -0.05
C19 -1.80 -1.59 0.83  -0.58
N4 -1.28 -1.65 -0.47  0.80
C20 -1.70 -2.48 -1.35  0.12
N5 -2.95 -3.08 -1.41  0.34
C21 -3.03 -4.52 -1.63  -1.29
C22 -4.09 -2.52 -0.73  -0.52
N6 -0.83 -2.84 -2.35  0.23
C23 -1.25 -3.04 -3.72  -1.29
C24 0.58 -2.52 -2.14  -0.93
C25 -2.04 -0.31 1.44  -0.81
N7 -0.66 2.22 -2.33  0.61
C26 0.71 2.49 -1.90  -0.59
C27 -0.96 2.40 -3.72  -1.25
H4 -3.68 4.21 -1.32  0.37
H5 -3.60 3.72 -3.03  0.32
H6 -2.12 4.18 -2.16  0.41
H7 -4.87 1.70 -1.78  0.46
H8 -4.37 2.15 -0.13  0.30
H9 -3.82 0.63 -0.82  -0.33
H10 -1.91 3.07 0.97  0.38
H11 -2.75 3.05 3.30  0.34
H12 -3.09 0.91 4.48  0.38
H13 -2.97 -1.48 4.54  0.37
H14 -2.46 -3.64 3.45  0.36
H15 -1.69 -3.68 1.10  0.47
H16 -2.08 -4.89 -1.99  0.42
H17 -3.81 -4.76 -2.35  0.32
H18 -3.26 -5.04 -0.69  0.34
H19 -3.95 -1.45 -0.60  -0.17
H20 -4.25 -2.96 0.26  0.28
H21 -4.98 -2.69 -1.33  0.39
H22 -2.34 -3.01 -3.79  0.41
H23 -0.91 -4.01 -4.10  0.31
H24 -0.83 -2.26 -4.36  0.37
H25 0.86 -2.74 -1.12  0.24
H26 0.80 -1.48 -2.36  0.28
H27 1.18 -3.14 -2.81  0.35
H28 0.82 2.30 -0.84  -0.11
H29 0.96 3.53 -2.10  0.30
H30 1.42 1.85 -2.44  0.28
H31 -0.86 3.44 -4.04  0.36
H32 -1.98 2.07 -3.93  0.37
H33 -0.27 1.80 -4.33  0.32
C28 4.23 -0.76 1.02  -1.41
Si1 3.50 -0.17 -0.66  0.63
C29 4.46 -1.27 -1.91  -1.50
C30 4.42 1.51 -0.84  0.40
C31 5.31 1.80 -1.88  -0.34
C32 5.94 3.04 -1.99  -0.56
C33 5.70 4.03 -1.05  -0.37
C34 4.82 3.77 0.00  -0.73
C35 4.19 2.53 0.09  -0.10
H34 5.32 -0.68 1.05  0.43
H35 3.95 -1.81 1.21  0.32
H36 3.82 -0.17 1.85  0.24
H37 5.56 -1.19 -1.80  0.37
H38 4.21 -1.02 -2.95  0.29
H39 4.19 -2.32 -1.75  0.30
H40 5.52 1.04 -2.64  0.24
H41 6.63 3.24 -2.82  0.35
H42 6.19 5.00 -1.12  0.34
H43 4.61 4.54 0.74  0.39
H44 3.47 2.37 0.89  0.17

=====

[8]
Molecular formula: C29H41F5OP2Sc
Method: DFT, the ωB97M-V functional and the def2-TZVPD basis

Properties
Charge ... +1
Spin multiplicity ... 1
Energy above the lowest of the compared OMol25 structures with the same formula, charge and spin ... 81.28 kcal/mol

Each line ends with the Mulliken charge.
Geometry (Å):
Sc1 0.16 -0.45 -0.03  -0.81
C1 -0.67 -2.74 1.72  0.48
C2 0.60 -2.86 1.08  1.03
C3 0.79 -1.36 2.83  0.82
C4 -0.57 -1.76 2.73  0.69
C5 1.53 -2.07 1.84  0.57
C6 -1.84 -3.64 1.59  -1.80
H1 -1.68 -4.41 0.84  0.34
H2 -2.77 -3.10 1.35  0.54
H3 -2.04 -4.14 2.56  0.37
C7 -1.68 -1.35 3.62  -1.64
H4 -2.63 -1.76 3.28  0.39
H5 -1.78 -0.26 3.64  0.15
H6 -1.49 -1.70 4.65  0.38
C8 1.38 -0.50 3.88  -1.58
H7 1.29 -0.98 4.87  0.36
H8 0.87 0.47 3.93  0.07
H9 2.45 -0.31 3.69  0.34
C9 3.01 -2.22 1.87  -1.74
H10 3.34 -2.80 2.75  0.34
H11 3.50 -1.24 1.93  0.19
H12 3.38 -2.74 0.97  0.43
C10 1.00 -3.91 0.10  -1.85
H13 1.51 -4.75 0.60  0.42
H14 1.70 -3.52 -0.65  0.30
H15 0.13 -4.31 -0.44  0.37
C11 -1.45 1.38 -2.68  0.11
C12 -2.16 0.11 -3.12  -0.38
C13 -1.35 -0.93 -3.89  -1.32
C14 0.13 -1.19 -3.54  -1.37
C15 0.75 -0.84 -2.16  -0.10
C16 1.73 0.35 -2.30  -0.02
C17 1.21 1.58 -3.12  -1.06
C18 -0.24 1.78 -3.57  -1.66
H16 -1.39 -0.63 -4.95  0.58
H17 0.73 -0.69 -4.31  0.50
H18 -1.90 -1.89 -3.89  0.46
H19 -0.36 1.37 -4.59  0.31
H20 -2.11 2.26 -2.61  0.66
H21 -3.12 0.26 -3.63  0.61
H22 -0.37 2.86 -3.69  0.47
H23 1.47 2.48 -2.56  0.45
H24 2.63 -0.04 -2.79  1.12
H25 1.82 1.64 -4.03  0.18
H26 0.29 -2.28 -3.69  0.35
H27 1.30 -1.71 -1.79  0.10
P1 -2.63 -0.23 -1.38  0.86
C19 -4.08 0.73 -0.98  -1.25
C20 -1.98 -1.89 -1.17  0.00
P2 2.51 0.87 -0.64  1.56
C21 -1.22 0.92 -1.24  -0.41
C22 4.08 -0.06 -0.52  -1.56
C23 3.07 2.59 -0.82  -1.48
H28 -3.78 1.72 -0.60  0.37
H29 -4.67 0.23 -0.20  0.44
H30 -4.70 0.89 -1.88  0.41
H31 -0.87 -1.93 -1.29  -0.27
H32 -2.37 -2.54 -1.96  0.71
H33 -2.25 -2.32 -0.21  -0.36
H34 3.28 2.83 -1.88  0.48
H35 3.99 2.73 -0.23  0.45
H36 2.29 3.26 -0.42  0.28
H37 -1.22 1.65 -0.45  1.40
H38 -0.21 0.55 -1.61  -0.40
H39 4.42 0.01 0.52  0.46
H40 4.85 0.36 -1.18  0.48
H41 3.92 -1.13 -0.75  0.29
F1 -1.01 6.11 3.69  -0.29
C24 -0.92 4.89 3.13  0.56
C25 -0.85 4.72 1.75  0.14
F2 -0.92 5.81 0.95  -0.31
C26 -0.70 3.46 1.19  -0.53
F3 -0.61 3.46 -0.18  -0.28
C27 -0.58 2.25 1.93  0.60
O1 -0.31 1.09 1.37  0.47
C28 -0.78 2.48 3.33  -0.55
F4 -0.95 1.46 4.24  -0.41
C29 -0.89 3.72 3.91  0.24
F5 -1.00 3.85 5.26  -0.28